<A>
Molecular formula: C3H10N3
Method: DFT, the ωB97M-V functional and the def2-TZVPD basis

HOMO level ... -0.497 Eh
Net charge ... +1
Kohn-Sham gap ... 0.3224 hartree

Geometry as XYZ:
```
16
C3H10N3 (the ωB97M-V functional and the def2-TZVPD basis)
C -0.671 -0.965 2.783
C 0.961 -0.541 -2.214
C 0.845 0.805 -1.761
N 0.236 -0.437 2.361
N -1.811 -1.525 3.124
N 1.246 1.379 -0.667
H -0.472 -4.466 -3.712
H 1.528 -0.504 -3.137
H 1.447 -1.239 -1.633
H -0.012 -0.891 -2.541
H 0.192 -4.820 -4.120
H 0.184 1.433 -2.463
H -1.621 -2.282 3.847
H -2.585 -0.941 3.579
H 1.491 0.688 0.093
H 1.109 2.318 -0.512
```



<B>
Molecular formula: C3H10N3
Method: DFT, the ωB97M-V functional and the def2-TZVPD basis

HOMO level ... -0.492 Eh
Net charge ... +1
Kohn-Sham gap ... 0.3436 hartree

Geometry as XYZ:
```
16
C3H10N3 (the ωB97M-V functional and the def2-TZVPD basis)
C -2.399 -0.998 -0.238
N -3.263 -0.100 -0.471
H -2.541 -1.696 0.607
H -1.430 -1.081 -0.796
H -3.148 0.448 -1.337
C 1.633 0.579 1.789
N 1.694 0.229 0.359
C 0.605 0.215 -0.356
N 0.561 -0.111 -1.650
H 1.223 1.582 1.910
H 2.649 0.623 2.202
H 1.029 -0.135 2.322
H 2.575 0.132 -0.146
H -0.365 0.527 0.154
H 1.425 -0.274 -2.168
H -0.247 0.061 -2.183
```



Most stable: <B> (next structure +126.6 kJ/mol)



<A>
Molecular formula: C3H8N3O
Method: DFT, the ωB97M-V functional and the def2-TZVPD basis

HOMO level ... -0.432 Eh
Net charge ... +1
Kohn-Sham gap ... 0.2008 hartree

Geometry as XYZ:
```
15
C3H8N3O (the ωB97M-V functional and the def2-TZVPD basis)
C 0.237 -0.410 -0.387
C 1.314 0.359 0.321
C -0.043 1.417 2.018
N 0.154 -1.696 -0.076
N -0.530 0.319 -1.168
N -1.345 -0.161 -2.120
O 0.834 0.558 1.723
H 2.199 -0.277 0.382
H 1.402 1.377 -0.098
H -0.457 1.964 1.193
H -0.473 1.398 2.931
H 0.345 -1.999 0.840
H -1.702 0.540 -2.774
H -1.385 -1.127 -2.310
H -0.550 -2.262 -0.476
```



<B>
Molecular formula: C3H8N3O
Method: DFT, the ωB97M-V functional and the def2-TZVPD basis

HOMO level ... -0.518 Eh
Net charge ... +1
Kohn-Sham gap ... 0.2813 hartree

Geometry as XYZ:
```
15
C3H8N3O (the ωB97M-V functional and the def2-TZVPD basis)
C 1.113 0.039 -0.142
C -0.726 -1.258 -0.199
C 2.564 0.405 0.035
N 0.705 -1.147 0.030
N -1.289 -0.031 -0.653
N -2.174 0.649 0.224
O 0.316 1.003 -0.468
H -0.853 -1.994 -1.006
H -1.172 -1.635 0.737
H 2.688 1.483 0.019
H 3.119 -0.033 -0.795
H 2.934 -0.029 0.961
H -1.880 1.645 0.248
H -2.218 0.278 1.203
H -3.125 0.626 -0.194
```



Most stable: <A> (next structure +86.0 kJ/mol)



<A>
Molecular formula: C3H8N3O
Method: DFT, the ωB97M-V functional and the def2-TZVPD basis

HOMO level (alpha / beta) ... -0.454 / -0.453 Eh
Net charge ... +1
Kohn-Sham gap (alpha / beta) ... 0.3222 / 0.3214 hartree

Geometry as XYZ:
```
15
C3H8N3O (the ωB97M-V functional and the def2-TZVPD basis)
C 1.428 0.358 0.451
C 1.019 -1.123 0.581
C -0.377 -0.318 -0.998
N -2.938 0.172 0.139
N -1.850 0.226 0.532
N 0.473 0.944 -0.613
O 0.318 -1.412 -0.603
H 1.313 0.949 1.392
H 2.448 0.294 0.022
H 1.687 -1.937 0.557
H 0.397 -1.254 1.385
H -0.746 -0.401 -2.024
H -3.749 0.568 0.662
H -0.126 1.471 -0.070
H 0.702 1.463 -1.414
```



<B>
Molecular formula: C3H8N3O
Method: DFT, the ωB97M-V functional and the def2-TZVPD basis

SMILES ... [NH2+]=C1CNCN1O
HOMO level ... -0.498 Eh
Net charge ... +1
Kohn-Sham gap ... 0.3754 hartree

Geometry as XYZ:
```
15
C3H8N3O (the ωB97M-V functional and the def2-TZVPD basis)
N -1.528 1.535 -0.062
C -0.569 0.565 -0.013
C 0.978 0.861 -0.036
N 1.620 -0.406 -0.159
C 0.549 -1.438 -0.010
N -0.663 -0.671 -0.018
O -1.882 -1.272 -0.131
H -1.430 2.543 -0.116
H -2.483 1.272 -0.085
H 1.148 1.542 -0.793
H 1.426 1.361 0.792
H 2.357 -0.551 -0.821
H 0.489 -2.005 -0.946
H 0.671 -2.099 0.804
H -1.997 -1.707 0.795
```



<C>
Molecular formula: C3H8N3O
Method: DFT, the ωB97M-V functional and the def2-TZVPD basis

HOMO level ... -0.541 Eh
Net charge ... +1
Kohn-Sham gap ... 0.3831 hartree

Geometry as XYZ:
```
15
C3H8N3O (the ωB97M-V functional and the def2-TZVPD basis)
C -0.783 -0.647 1.294
C 0.066 0.508 -0.708
C 1.320 0.688 -1.651
N -0.318 -0.848 -0.516
N 0.352 1.128 0.599
N -1.740 -1.355 1.799
O -0.226 0.413 1.655
H -0.740 0.992 -1.048
H 1.636 1.760 -1.485
H 1.105 0.553 -2.621
H 2.194 0.091 -1.393
H 0.337 -1.558 -0.559
H 1.456 1.323 0.696
H -2.392 -1.940 1.346
H -2.267 -1.107 2.591
```



Most stable: <B> (next structure +240.0 kJ/mol)



<A>
Molecular formula: H3N2OS
Method: DFT, the ωB97M-V functional and the def2-TZVPD basis

HOMO level ... -0.103 Eh
Net charge ... -1
Kohn-Sham gap ... 0.2438 hartree

Geometry as XYZ:
```
7
H3N2OS (the ωB97M-V functional and the def2-TZVPD basis)
N 0.787 0.982 -0.814
N 0.692 -0.045 -0.299
O 0.128 1.960 -1.096
S -1.789 -1.210 1.486
H 2.211 1.263 -1.339
H -0.822 -0.565 0.798
H -1.208 -2.384 1.263
```



<B>
Molecular formula: H3N2OS
Method: DFT, the ωB97M-V functional and the def2-TZVPD basis

HOMO level (alpha / beta) ... -0.094 / -0.094 Eh
Net charge ... -1
Kohn-Sham gap (alpha / beta) ... 0.2610 / 0.2609 hartree

Geometry as XYZ:
```
7
H3N2OS (the ωB97M-V functional and the def2-TZVPD basis)
N -2.444 -0.342 0.164
N -1.606 0.124 0.762
O -3.200 -0.576 -0.794
S 0.222 1.293 -0.405
H 3.767 -1.575 -0.367
H -0.368 2.432 0.254
H 3.629 -1.356 0.388
```



Most stable: <B> (next structure +82.5 kJ/mol)



<A>
Molecular formula: C7H14O
Method: DFT, the ωB97M-V functional and the def2-TZVPD basis

HOMO level ... -0.257 Eh
Kohn-Sham gap ... 0.1245 hartree

Geometry as XYZ:
```
22
C7H14O (the ωB97M-V functional and the def2-TZVPD basis)
C 2.484 0.664 0.569
C 0.979 0.290 0.788
C 0.628 0.164 2.172
C 0.563 -0.916 -0.022
C 0.092 0.466 -0.498
C -1.273 0.905 -0.089
C -2.269 -0.106 -0.622
H 2.981 1.649 0.896
H 2.901 0.187 -0.383
H 2.832 0.049 1.346
H 0.266 0.963 2.746
H 0.661 -0.814 2.631
H 0.908 -1.493 -0.997
H 0.099 -1.601 0.697
H 0.310 0.788 -1.571
H -1.184 0.852 0.999
H -3.313 0.073 -0.398
H -2.150 -0.109 -1.731
H -2.042 -1.105 -0.233
H -1.319 -1.796 -3.137
H -1.375 1.963 -0.393
O -0.778 -1.072 -2.768
```



<B>
Molecular formula: C7H14O
Method: DFT, the ωB97M-V functional and the def2-TZVPD basis

SMILES ... C=C(C)/C(C)=C/C.O
HOMO level ... -0.323 Eh
Kohn-Sham gap ... 0.3495 hartree

Geometry as XYZ:
```
22
C7H14O (the ωB97M-V functional and the def2-TZVPD basis)
C 0.879 1.220 2.332
C 0.633 0.916 1.055
C 0.258 2.019 0.078
C 0.547 -0.482 0.550
C 1.400 -0.801 -0.663
C -0.382 -1.288 1.054
C -0.738 -2.674 0.581
H 1.272 0.520 3.051
H 0.645 2.235 2.645
H -0.809 2.247 0.128
H 0.857 2.914 0.227
H 0.553 1.691 -0.922
H 1.468 -1.873 -0.842
H 0.932 -0.387 -1.553
H 2.409 -0.411 -0.518
H -1.039 -0.909 1.832
H -1.801 -2.854 0.728
H -0.457 -2.855 -0.452
H -0.263 -3.403 1.249
O -1.767 1.446 -3.686
H -1.981 1.371 -2.750
H -2.616 1.360 -4.125
```



Most stable: <B> (next structure +824.3 kJ/mol)



<A>
Molecular formula: C7H14O
Method: DFT, the ωB97M-V functional and the def2-TZVPD basis

SMILES ... C=CC(C)=O.CCC
HOMO level ... -0.361 Eh
Kohn-Sham gap ... 0.3722 hartree

Geometry as XYZ:
```
22
C7H14O (the ωB97M-V functional and the def2-TZVPD basis)
C -1.665 0.950 -1.784
C -1.570 -0.338 -1.482
C -1.775 -0.950 -0.110
C -2.240 -0.014 0.978
O -1.908 -2.152 -0.018
H -1.944 1.697 -1.059
H -1.463 1.304 -2.783
H -1.357 -1.077 -2.244
H -1.482 0.746 1.151
H -3.168 0.474 0.689
H -2.406 -0.579 1.892
C 2.560 1.091 0.305
C 1.582 -0.008 -0.089
C 1.499 -1.098 0.972
H 2.637 1.852 -0.471
H 3.554 0.672 0.461
H 2.255 1.562 1.238
H 1.894 -0.452 -1.038
H 0.569 0.434 -0.319
H 2.462 -1.594 1.086
H 0.760 -1.844 0.692
H 1.207 -0.677 1.933
```



<B>
Molecular formula: C7H14O
Method: DFT, the ωB97M-V functional and the def2-TZVPD basis

SMILES ... C=C(C)O.C=CCC
HOMO level ... -0.318 Eh
Kohn-Sham gap ... 0.3533 hartree

Geometry as XYZ:
```
22
C7H14O (the ωB97M-V functional and the def2-TZVPD basis)
C 1.329 -3.107 1.442
C 0.934 -1.889 1.079
C 1.458 -1.105 -0.080
O 0.021 -1.248 1.874
H 2.080 -3.593 0.838
H 0.860 -3.684 2.224
H 2.283 -1.638 -0.548
H 0.661 -1.079 -0.830
H 1.765 -0.087 0.147
H -0.366 -0.493 1.431
C -0.721 2.372 0.693
C -1.412 1.823 -0.297
C -1.125 2.154 -1.744
C -0.556 0.957 -2.513
H -0.926 2.155 1.735
H 0.077 3.082 0.517
H -2.145 1.035 -0.156
H -2.022 2.556 -2.223
H -0.400 2.969 -1.780
H -1.147 0.054 -2.370
H -0.514 1.195 -3.577
H 0.471 0.805 -2.184
```



Most stable: <A> (next structure +43.2 kJ/mol)